No. 1
Here is 2 unconnected molecules or ions with the total composition C16H13F3NO3S at a distorted geometry from the Open Molecules 2025 dataset. Energies are from ωB97M-V/def2-TZVPD.

Computed properties:
Charge: -1
Kohn-Sham gap in eV: 5.01
Electronic energy in eV: -43421.729
HOMO energy in eV: -2.996
LUMO in eV: 2.012
Relative energy (zero: lowest compared OMol25 entry of this formula, charge and spin) in eV: 0.0000

XYZ file:
```
37
Properties=species:S:1:pos:R:3:mulliken_charge:R:1
C -4.610 -1.107 1.597 -0.815
O -4.048 0.183 1.562 -0.458
C -2.652 0.234 1.581 0.800
C -2.052 1.498 1.588 -0.536
C -0.687 1.641 1.614 -0.488
C 0.155 0.527 1.634 1.054
C 1.601 0.691 1.636 -0.164
C 2.478 -0.314 1.615 -0.844
N 3.903 -0.089 1.523 0.995
O 4.623 -1.033 1.165 -0.616
O 4.353 1.028 1.809 -0.534
C -0.445 -0.735 1.622 -0.925
C -1.811 -0.883 1.596 -0.515
H -5.695 -1.003 1.605 0.232
H -4.314 -1.668 0.710 0.327
H -4.298 -1.626 2.503 0.341
H -2.698 2.358 1.577 0.412
H -0.254 2.625 1.618 0.380
H 1.988 1.695 1.623 0.333
H 2.153 -1.334 1.629 0.387
H 0.179 -1.609 1.634 0.226
H -2.241 -1.869 1.591 0.367
F 5.738 5.887 6.087 -0.274
C 4.570 5.938 5.420 0.900
F 3.701 6.737 6.067 -0.275
F 4.770 6.392 4.169 -0.256
C 3.987 4.539 5.343 0.253
C 2.612 4.364 5.297 -0.521
C 2.078 3.098 5.251 -0.678
C 2.914 1.975 5.249 0.030
S 2.270 0.444 5.234 -0.493
C 4.301 2.167 5.265 -0.563
C 4.828 3.436 5.312 -0.578
H 1.980 5.239 5.308 0.349
H 1.012 2.953 5.221 0.413
H 4.945 1.305 5.238 0.389
H 5.895 3.600 5.333 0.343
```


No. 2
Here is C16H13FN2O2S in the gas phase at a distorted geometry from the Open Molecules 2025 dataset. Energies are from ωB97M-V/def2-TZVPD.

Computed properties:
Charge: 0
Kohn-Sham gap in eV: 8.78
SMILES string: Cc1ccc(C(=O)Nc2ncc(Cc3ccc(F)cc3)s2)o1
Electronic energy in eV: -37430.959
HOMO energy in eV: -8.427
LUMO in eV: 0.350
Relative energy (zero: lowest compared OMol25 entry of this formula, charge and spin) in eV: 0.7732

XYZ file:
```
35
Properties=species:S:1:pos:R:3:mulliken_charge:R:1
C -0.229 -2.509 -0.741 -0.781
C 1.154 -2.311 -0.239 0.514
C 1.983 -3.121 0.490 -0.683
C 3.183 -2.407 0.667 -0.621
C 3.004 -1.194 0.047 0.513
C 3.962 -0.107 -0.120 0.214
O 5.160 -0.270 -0.009 -0.640
N 3.473 1.138 -0.468 -0.065
C 2.226 1.687 -0.346 0.408
N 1.858 2.715 -1.028 -0.648
C 0.621 3.140 -0.676 -0.787
C 0.013 2.450 0.323 0.802
S 1.059 1.168 0.866 -0.021
C -1.360 2.613 0.884 -1.477
C -2.185 1.404 0.521 0.394
C -2.729 1.291 -0.753 -0.356
C -3.441 0.165 -1.122 -0.576
C -3.597 -0.853 -0.199 0.410
C -3.062 -0.772 1.074 -0.662
C -2.353 0.364 1.425 -0.072
H -1.924 0.438 2.413 0.355
H -3.201 -1.585 1.768 0.421
F -4.285 -1.960 -0.551 -0.358
H -3.870 0.067 -2.107 0.445
H -2.592 2.092 -1.464 0.388
H -1.310 2.716 1.970 0.372
H -1.803 3.518 0.464 0.433
H 0.202 3.982 -1.196 0.453
H 4.182 1.780 -0.806 0.287
O 1.767 -1.148 -0.511 -0.275
H 4.067 -2.721 1.184 0.526
H 1.761 -4.105 0.848 0.494
H -0.244 -2.488 -1.830 0.305
H -0.614 -3.465 -0.398 0.352
H -0.875 -1.709 -0.382 -0.067
```


No. 3
Here is a molecular structure, C16H13IN4NiO3S4Se at a distorted geometry from the Open Molecules 2025 dataset. Energies are from ωB97M-V/def2-TZVPD.

Computed properties:
Charge: 0
Kohn-Sham gap (alpha / beta) in eV: 3.12 / 3.02
Electronic energy in eV: -186734.221
HOMO energy (alpha / beta) in eV: -5.963 / -5.925
LUMO (alpha / beta) in eV: -2.842 / -2.907
Relative energy (zero: lowest compared OMol25 entry of this formula, charge and spin) in eV: 0.3159

XYZ file:
```
43
Properties=species:S:1:pos:R:3:mulliken_charge:R:1
Ni 0.582 0.122 0.366 0.246
O 1.709 -4.675 5.161 -0.559
C 1.545 -3.929 4.233 0.580
S 2.861 -3.107 3.376 -0.121
C 1.862 -2.220 2.243 0.194
C 0.479 -2.415 2.338 0.043
S -0.683 -1.682 1.360 -0.389
S -0.057 -3.530 3.569 -0.131
S 2.606 -1.231 1.112 -0.293
C -3.638 -1.183 -1.605 -1.397
C -2.974 -0.083 -0.808 -0.092
O -1.585 0.053 -1.129 -0.076
H -4.680 -1.298 -1.294 0.400
H -3.125 -2.135 -1.443 0.301
H -3.630 -0.952 -2.676 0.384
H -3.023 -0.310 0.257 0.265
H -3.482 0.870 -0.972 0.227
H -1.442 -0.182 -2.051 0.152
Se 4.453 2.023 -1.070 0.277
N 4.600 1.065 -2.558 -0.866
C 3.544 0.257 -2.687 0.549
C 3.316 -0.670 -3.727 -0.590
C 2.160 -1.415 -3.685 -0.749
C 1.237 -1.248 -2.644 -0.522
N 1.410 -0.376 -1.649 0.011
C 2.538 0.330 -1.681 0.631
N 2.815 1.230 -0.703 0.122
H 4.044 -0.780 -4.522 0.453
H 1.948 -2.142 -4.459 0.395
H 0.334 -1.847 -2.598 0.553
O 2.274 2.108 1.340 -0.642
C 2.003 1.324 0.453 0.543
I -0.259 3.292 -1.332 0.056
C -1.133 2.690 0.471 0.137
C -2.196 3.456 0.927 -0.566
C -2.776 3.129 2.141 -0.289
C -2.252 2.080 2.872 -0.820
C -1.186 1.379 2.345 -0.416
N -0.641 1.650 1.148 0.302
H -2.553 4.289 0.339 0.408
H -3.613 3.704 2.516 0.406
H -2.657 1.802 3.835 0.444
H -0.736 0.561 2.887 0.441
```


No. 4
Here is a molecular structure, C16H13IrN2O2S5 at a distorted geometry from the Open Molecules 2025 dataset. Energies are from ωB97M-V/def2-TZVPD.

Computed properties:
Multiplicity: 2
Charge: +1
Kohn-Sham gap (alpha / beta) in eV: 5.01 / 5.53
Electronic energy in eV: -80886.277
HOMO energy (alpha / beta) in eV: -10.926 / -11.250
LUMO (alpha / beta) in eV: -5.911 / -5.724

XYZ file:
```
39
Properties=species:S:1:pos:R:3:mulliken_charge:R:1
Ir -0.101 -0.179 -0.810 1.040
S -0.909 -1.917 -2.194 -0.099
S 0.612 -2.711 -3.149 0.029
S 2.326 -1.311 -3.210 0.096
S 1.934 0.263 -2.122 -0.114
C 2.173 -5.349 -0.205 -1.399
C 1.630 -4.009 0.182 0.994
C 0.338 -3.881 0.701 -0.811
C -0.114 -2.671 1.189 -0.013
C 0.727 -1.550 1.135 -0.909
C 2.017 -1.656 0.584 -0.054
C 2.442 -2.874 0.091 -0.841
S 0.347 -0.147 2.176 1.340
O -0.831 -0.418 2.939 -0.629
O 1.533 0.317 2.819 -0.667
N -0.037 0.886 0.923 -0.477
C -0.717 2.060 1.049 0.437
C -0.995 2.728 2.232 -0.589
C -1.675 3.951 2.203 -0.919
C -2.055 4.527 1.018 -0.866
C -1.802 3.867 -0.203 0.832
C -2.167 4.375 -1.466 -0.530
C -1.902 3.644 -2.596 -0.825
C -1.313 2.380 -2.474 0.010
N -0.960 1.878 -1.308 -0.262
C -1.159 2.611 -0.181 0.568
H 1.537 -6.153 0.158 0.393
H 3.172 -5.479 0.210 0.380
H 2.259 -5.438 -1.290 0.283
H -0.301 -4.751 0.772 0.407
H -1.079 -2.582 1.672 0.512
H 2.684 -0.805 0.630 0.593
H 3.442 -2.965 -0.315 0.491
H -0.665 2.290 3.164 0.466
H -1.894 4.453 3.135 0.403
H -2.553 5.487 1.002 0.421
H -2.659 5.337 -1.531 0.457
H -2.154 4.018 -3.577 0.396
H -1.133 1.772 -3.351 0.456
```


No. 5
Here is a molecular structure, C16H13N3O at a distorted geometry from the Open Molecules 2025 dataset. Energies are from ωB97M-V/def2-TZVPD.

Computed properties:
Charge: 0
Kohn-Sham gap in eV: 8.13
Electronic energy in eV: -23318.971
HOMO energy in eV: -8.458
LUMO in eV: -0.324
Relative energy (zero: lowest compared OMol25 entry of this formula, charge and spin) in eV: 1.2078

XYZ file:
```
33
Properties=species:S:1:pos:R:3:mulliken_charge:R:1
O 0.280 -3.578 0.931 -0.632
N -1.280 -0.229 0.452 -0.548
N -2.692 -1.083 -1.214 -0.578
C 0.160 -2.551 1.579 0.774
C -1.882 -0.095 -0.714 -0.039
C -2.472 -1.998 -0.311 0.077
C 3.319 0.282 1.857 -0.129
C -0.462 3.210 -3.175 -0.405
C 3.395 -0.834 1.081 -0.438
C 2.162 0.530 2.544 -1.009
C -0.289 3.213 -1.766 -0.603
C -1.166 2.090 -3.705 -0.493
C 2.404 -1.787 0.970 -0.566
C 1.145 -0.431 2.436 0.210
C -0.591 2.111 -0.958 -0.284
C -1.799 1.208 -2.844 -0.254
C 1.184 -1.592 1.680 0.386
C -1.450 1.103 -1.513 0.442
N -1.756 -1.467 0.717 0.461
C -1.248 -2.162 1.965 -0.900
H -2.872 -3.005 -0.316 0.408
H 4.243 0.954 1.833 0.284
H -0.044 3.913 -3.855 0.412
H 4.163 -0.799 0.282 0.262
H 2.073 1.478 3.043 0.421
H 0.304 4.015 -1.413 0.361
H -1.464 2.050 -4.801 0.275
H 2.602 -2.596 0.309 0.453
H 0.256 -0.161 3.040 0.129
H -0.386 2.177 0.127 0.361
H -2.576 0.505 -3.189 0.394
H -1.961 -2.981 2.151 0.389
H -1.294 -1.489 2.776 0.379
```


No. 6
Here is C16H13N3O4 in the gas phase at a distorted geometry from the Open Molecules 2025 dataset. Energies are from ωB97M-V/def2-TZVPD.

Computed properties:
Charge: 0
Kohn-Sham gap in eV: 9.24
SMILES string: Cn1c(Oc2ccc(-c3ccncc3)cc2)cc(=O)n(O)c1=O
Electronic energy in eV: -29458.832
HOMO energy in eV: -8.928
LUMO in eV: 0.315
Relative energy (zero: lowest compared OMol25 entry of this formula, charge and spin) in eV: 2.4866

XYZ file:
```
36
Properties=species:S:1:pos:R:3:mulliken_charge:R:1
O 4.607 -0.667 -0.825 -0.608
O 4.290 3.407 -2.575 -0.620
N -2.867 -1.841 5.497 -0.600
O 0.488 1.369 -1.520 -0.393
O 6.122 1.459 -2.019 -0.390
C 4.023 0.310 -1.287 0.164
C 3.884 2.292 -2.402 0.331
C 2.550 0.227 -1.185 -0.231
C 1.862 1.224 -1.769 0.379
C -3.653 -1.003 4.842 -0.274
C -1.564 -2.063 5.180 -0.311
C -1.150 -0.045 -0.458 -0.389
C 0.368 1.255 0.855 0.007
C -3.118 -0.407 3.693 -0.292
C -1.035 -1.515 4.020 -0.592
C -1.806 -0.520 0.718 -0.747
C -0.266 0.834 2.147 -1.074
C -0.092 0.990 -0.381 0.051
C -1.842 -0.701 3.239 0.349
C -1.310 -0.114 1.979 0.532
N 4.741 1.310 -2.021 0.257
N 2.479 2.191 -2.477 0.121
C 1.601 3.074 -3.221 -1.069
H 6.499 2.135 -1.451 0.337
H 2.218 -0.580 -0.495 0.448
H -4.718 -0.901 5.079 0.349
H -0.961 -2.671 5.903 0.333
H -1.355 -0.406 -1.458 0.421
H 1.164 1.931 0.928 0.499
H -3.744 0.151 2.983 0.363
H -0.110 -1.954 3.768 0.432
H -2.662 -1.080 0.711 0.639
H 0.150 1.199 3.052 0.482
H 0.759 2.671 -3.622 0.417
H 1.245 3.838 -2.482 0.324
H 2.250 3.648 -3.895 0.354
```


Which of these has the lowest electronic energy?
C16H13IN4NiO3S4Se